Formula: C19H21N3O6RuS5
Source: the OMol25 dataset
Level of theory: ωB97M-V/def2-TZVPD

The total energy comes out at -3438.00607 Eh. Its energy relative to the best compared isomer or geometry (same formula, charge and spin) is 230.9 kJ/mol. Its charge is +1. The spin multiplicity is 2. For the orbital gap (alpha / beta), the calculation gives 0.27652 / 0.26692 Eh.

Last column: Löwdin spin population.
Positions of all 55 atoms, in Å:
Ru1 0.86375 -0.63213 0.57198  0.734
C1 3.07933 -0.07459 3.02484  0.003
C2 4.08340 -0.29179 1.91597  -0.001
S1 3.30827 -1.20004 0.55343  0.009
C3 3.88530 -0.29141 -0.89077  0.010
C4 3.47660 1.16111 -0.88512  0.002
S2 1.67332 1.31387 -0.72579  0.000
C5 1.48183 2.62232 0.49588  0.003
C6 2.16067 2.33278 1.81881  0.004
S3 1.56509 0.75385 2.49116  0.022
H1 3.52045 0.47835 3.85549  0.001
H2 2.71954 -1.02755 3.41629  0.000
H3 4.89864 -0.90637 2.29943  0.000
H4 4.52313 0.63106 1.54511  0.000
H5 3.43126 -0.82136 -1.72996  0.001
H6 4.96717 -0.39869 -0.98357  0.002
H7 3.74587 1.61054 -1.84133  0.000
H8 3.96137 1.74343 -0.10461  0.000
H9 0.40011 2.69605 0.61408  0.000
H10 1.82446 3.56686 0.07008  0.000
H11 1.89527 3.11934 2.52627  0.001
H12 3.24633 2.30864 1.75956  0.000
C7 -1.80430 1.09975 2.61044  0.000
C8 -1.60673 -0.36736 2.50565  0.000
N1 -0.61099 -1.02157 1.91235  0.007
C9 -0.90396 -2.36319 1.99247  0.000
C10 -2.04644 -2.54100 2.69183  0.000
N2 -2.46305 -1.27425 3.00879  0.000
C11 -2.86658 -3.71287 3.10385  0.000
O1 -2.45479 -4.89707 2.69796  0.000
O2 -3.85053 -3.51859 3.76684  0.000
C12 0.01499 -3.27237 1.30341  0.003
O3 -0.15225 -4.47309 1.23490  0.004
O4 1.01954 -2.60912 0.77566  0.028
H13 -1.12639 1.60885 1.93129  0.000
H14 -1.62008 1.45056 3.62671  0.000
H15 -2.82411 1.36487 2.33266  0.000
H16 -3.30953 -1.10332 3.53652  0.000
H17 -1.62469 -4.84111 2.16073  0.000
O5 -0.21545 3.17798 -3.86700  0.003
S4 -1.31679 2.70957 -3.08540  0.000
O6 -2.23282 3.62716 -2.48474  0.002
N3 -0.70863 1.70631 -1.87809  0.027
C13 -1.12164 0.50574 -2.05916  0.015
S5 -0.79259 -0.81296 -0.97171  0.116
C14 -1.99558 0.24426 -3.24002  0.002
C15 -2.57865 -0.92879 -3.68268  0.002
C16 -3.35461 -0.87085 -4.83489  0.000
C17 -3.53848 0.32774 -5.51805  0.000
C18 -2.95046 1.50638 -5.07084  0.000
C19 -2.18448 1.43038 -3.92778  -0.001
H18 -2.43032 -1.85976 -3.15219  0.001
H19 -3.82319 -1.77188 -5.20732  0.000
H20 -4.14794 0.34432 -6.41196  0.000
H21 -3.08965 2.44102 -5.59745  0.000

Formula: C4H8N2
Source: the OMol25 dataset
Level of theory: ωB97M-V/def2-TZVPD

The total energy comes out at -266.52409 Eh. Its energy relative to the best compared isomer or geometry (same formula, charge and spin) is 519.6 kJ/mol. Its charge is 0. For the orbital gap (alpha / beta), the calculation gives 0.30849 / 0.30866 Eh.

Last column: Mulliken charge in e.
Positions of all 14 atoms, in Å:
C1 1.81524 -0.54834 -0.22987  -1.008
N1 -0.99276 -0.59412 1.10368  -0.513
C2 -1.48990 -0.10144 -0.14511  0.246
C3 -0.29439 0.61221 0.75274  -0.109
C4 0.68867 0.44497 -0.27692  -0.331
N2 -2.59932 0.31497 -0.65547  -0.741
H1 -0.44558 -1.44785 1.04213  0.294
H2 -2.80992 1.27776 -0.39702  0.222
H3 -0.59666 -0.46141 -0.97837  0.251
H4 -0.55464 1.53029 1.25713  0.441
H5 0.90598 1.34889 -0.84285  0.348
H6 1.52720 -1.48519 0.24818  0.254
H7 2.64661 -0.12914 0.34976  0.327
H8 2.19948 -0.76162 -1.22802  0.319

Formula: C40H47CsN4O2P2
Source: the OMol25 dataset
Level of theory: ωB97M-V/def2-TZVPD

The total energy comes out at -2624.56001 Eh. Its energy relative to the best compared isomer or geometry (same formula, charge and spin) is 11.3 kJ/mol. Its charge is -2. For the orbital gap, the calculation gives 0.10077 Eh.

Last column: Mulliken charge in e.
Positions of all 96 atoms, in Å:
Cs1 0.12352 0.30633 -2.13196  0.874
O1 2.03322 -0.94468 -3.39391  -0.560
C1 2.36504 -1.94731 -4.11963  -0.286
C2 2.17685 -2.03731 -5.51113  -0.522
C3 2.32418 -3.22899 -6.23540  -0.474
C4 2.68773 -4.41124 -5.55162  -0.563
C5 3.09410 -4.33360 -4.23928  -0.513
C6 3.12493 -3.11933 -3.57493  1.029
C7 3.73882 -3.04573 -2.28652  -1.038
N1 3.85774 -1.89674 -1.63014  1.030
N2 4.56849 -1.58545 -0.60588  -1.425
C8 4.79123 -0.11647 -0.75278  0.031
O2 4.57443 0.38907 -1.82682  -0.588
C9 5.23489 0.51752 0.46992  0.736
C10 4.57891 1.66366 0.99501  -0.110
C11 4.95123 2.27938 2.17197  -0.835
C12 6.13497 1.76088 2.75185  -0.217
C13 6.89754 0.74874 2.16913  -0.717
C14 6.37217 0.05687 1.06333  -0.206
H1 1.84889 -1.11284 -5.97902  0.394
H2 2.14882 -3.30263 -7.30396  0.331
H3 2.82031 -5.30619 -6.12947  0.310
H4 3.32852 -5.28975 -3.70755  0.227
H5 4.14357 -3.93595 -1.80599  0.178
H6 3.68803 2.00977 0.38476  0.348
H7 4.45177 3.06875 2.73249  0.368
H8 6.51417 2.22263 3.65669  0.311
H9 7.87380 0.58734 2.55039  0.391
H10 6.87963 -0.82525 0.63772  0.369
C15 -2.09574 -4.39855 1.44066  -1.296
P1 -0.73657 -3.52629 2.24902  0.454
C16 0.57731 -4.89630 2.37082  -1.127
C17 -1.38699 -3.51587 3.93958  0.037
C18 -2.27006 -4.52995 4.42688  -0.180
C19 -2.74952 -4.53701 5.69686  -0.453
C20 -2.39182 -3.61517 6.66554  -0.987
C21 -1.53466 -2.61605 6.21296  0.084
C22 -1.02906 -2.51396 4.88515  0.149
P2 -0.18402 -0.99937 4.25110  0.421
C23 1.11785 -0.73011 5.56619  -1.275
C24 -1.49045 0.25894 4.65542  -1.037
H11 -2.02016 -5.47376 1.63195  0.344
H12 -1.90925 -4.29302 0.38930  0.386
H13 -3.10461 -4.03892 1.73845  0.357
H14 0.91438 -5.01764 3.40270  0.323
H15 1.38202 -4.58680 1.70976  0.383
H16 0.07867 -5.82358 2.03809  0.293
H17 -2.58165 -5.33073 3.72188  0.213
H18 -3.41820 -5.34807 6.00862  0.305
H19 -2.74925 -3.73155 7.68640  0.385
H20 -1.17967 -1.83899 6.93483  0.128
H21 0.74945 -0.31964 6.50278  0.344
H22 1.77813 0.03017 5.12082  0.417
H23 1.66005 -1.63145 5.71356  0.368
H24 -1.51889 0.42863 5.71958  0.417
H25 -2.46980 -0.11578 4.26702  0.170
H26 -1.26587 1.20602 4.10663  0.377
C25 -4.20695 1.35132 2.30639  -0.443
C26 -3.95648 2.51505 1.32022  -1.362
N3 -4.30462 2.17948 -0.06679  0.341
C27 -5.72893 2.29894 -0.38946  -1.046
C28 -6.42717 0.93765 -0.48668  -0.863
C29 -3.38396 1.50444 -0.78108  0.723
C30 -3.76453 1.13827 -2.18568  -1.426
N4 -2.17090 1.17863 -0.38038  -0.204
H27 -3.90836 1.60970 3.31984  0.411
H28 -3.63185 0.44875 2.00885  0.135
H29 -5.29553 1.06098 2.29426  0.185
H30 -2.92275 2.89842 1.42745  0.485
H31 -4.59122 3.40182 1.60011  0.410
H32 -5.86198 2.92403 -1.24584  0.511
H33 -6.23101 2.79318 0.43673  0.399
H34 -5.79274 0.24706 -1.00734  0.266
H35 -7.33417 1.12071 -1.04749  0.346
H36 -6.64701 0.55443 0.55849  0.294
H37 -4.74634 1.52496 -2.49502  0.392
H38 -3.69716 0.08842 -2.37703  0.295
H39 -3.03789 1.65557 -2.86210  0.224
H40 -2.01131 1.49579 0.61046  0.005
C31 -0.55539 6.58201 -4.35174  -0.273
C32 -1.39276 5.73938 -3.58409  -0.776
C33 -0.98732 4.42978 -3.34867  0.325
C34 0.23088 3.93240 -3.84856  -0.420
C35 0.75635 2.66183 -3.50207  -1.429
C36 2.01930 2.30519 -3.89893  1.100
C37 2.75610 3.17566 -4.69511  -0.667
C38 2.28766 4.40287 -5.04679  -0.763
C39 1.02254 4.81435 -4.64695  1.332
C40 0.61411 6.12992 -4.90493  -0.900
H41 -0.85526 7.58612 -4.58549  0.332
H42 -2.38203 6.04088 -3.29221  0.368
H43 -1.60361 3.72224 -2.74258  0.322
H44 2.43893 1.29937 -3.59983  -0.385
H45 3.71251 2.82635 -5.06913  0.392
H46 2.84356 5.01255 -5.77648  0.165
H47 1.24815 6.74484 -5.51413  0.325

Formula: C5H9BFIO3S
Source: the OMol25 dataset
Level of theory: ωB97M-V/def2-TZVPD

The total energy comes out at -1242.05362 Eh. Its charge is 0. As for the SMILES: O=CCB(CCCI)S(=O)(=O)F. For the orbital gap, the calculation gives 0.30269 Eh.

Last column: Mulliken charge in e.
Positions of all 21 atoms, in Å:
O1 1.94409 -0.71909 3.45706  -0.489
C1 1.58019 -0.47026 2.17239  0.037
C2 0.12547 -1.06767 1.70324  -0.368
B1 -0.68855 -0.13399 0.61600  0.034
C3 -0.19430 1.30937 0.00262  -0.481
C4 1.05272 1.22538 -1.05838  -0.413
C5 0.92144 0.05340 -2.19704  -0.946
I1 -0.70867 0.44443 -3.67027  0.043
S1 -2.36593 -0.83536 0.01646  1.057
O2 -3.31486 -0.73813 1.26838  -0.577
O3 -2.26210 -2.34654 -0.32771  -0.538
F1 -3.10082 0.12189 -1.20631  -0.239
H1 2.30980 0.15988 1.50580  0.215
H2 -0.54957 -1.09968 2.68654  0.295
H3 0.20264 -2.20412 1.34959  0.382
H4 -1.14445 1.87676 -0.40925  0.336
H5 0.20465 1.94427 0.93171  0.298
H6 2.11875 1.14708 -0.56260  0.223
H7 1.05776 2.26211 -1.65027  0.329
H8 0.89390 -1.04514 -1.77642  0.364
H9 1.91785 0.11540 -2.85153  0.438